This record from the Open Molecules 2025 dataset describes a 2-piece molecular cluster, C43H37O2Si overall at a distorted geometry. The level of theory is ωB97M-V/def2-TZVPD.

Structure (XYZ):
```
83
Properties=species:S:1:pos:R:3:forces:R:3:mulliken_charge:R:1
C -0.699131 -2.173558 -5.396628 0.038 0.003 0.100 -0.523
C -0.231618 -0.906177 -5.032549 0.098 -0.003 0.105 -0.758
C 0.716494 -0.780123 -4.013971 -0.364 -0.321 -0.361 -0.258
C 1.173637 -1.919948 -3.343416 0.035 0.084 -0.149 0.770
Si 2.376899 -1.752890 -1.960420 -0.290 -0.046 0.429 -0.410
C 3.554483 -3.166095 -1.988921 0.037 -0.085 0.055 0.394
C 3.955649 -3.741303 -3.202738 0.356 -0.401 0.210 0.148
C 4.876430 -4.796223 -3.210229 -0.093 0.202 0.191 -0.827
C 5.404230 -5.262044 -1.999846 -0.141 0.149 0.019 -0.437
C 5.019307 -4.669895 -0.789944 -0.050 0.061 -0.116 -0.658
C 4.097596 -3.618812 -0.784335 0.386 -0.480 -0.166 -0.429
C 3.301848 -0.165024 -2.107923 0.084 0.096 0.202 0.189
C 4.464417 -0.106723 -2.889804 -0.010 0.568 0.094 -0.448
C 5.158148 1.100829 -3.023495 -0.215 -0.061 0.093 -0.676
C 4.687850 2.248480 -2.371987 -0.139 -0.153 0.029 -0.487
C 3.526903 2.187823 -1.591257 0.053 -0.173 -0.099 -0.569
C 2.837856 0.979095 -1.454362 0.393 0.462 -0.201 -0.022
O 1.522451 -1.735172 -0.497553 0.923 0.369 -0.143 -0.624
C 0.183340 -1.845971 -0.418543 -0.863 -1.779 -0.095 0.329
C -0.486978 -2.985695 -0.084606 1.243 1.385 -0.553 -0.703
C -1.945174 -2.789976 -0.248045 -0.889 0.491 0.325 -0.663
C -2.056383 -1.426907 -0.982862 -0.337 -0.040 -0.364 -0.448
C -0.722660 -0.700353 -0.802757 0.042 0.005 0.255 0.845
C 0.714825 -3.186806 -3.713517 -0.470 0.108 -0.376 -0.074
C -0.224803 -3.314855 -4.740582 0.111 0.074 0.110 -0.741
H -1.433195 -2.272237 -6.199713 0.235 0.026 0.254 0.374
H -0.590790 -0.005788 -5.534675 0.049 -0.338 0.027 0.419
H 1.105389 0.205157 -3.747177 -0.111 -0.244 -0.073 0.486
H 3.553837 -3.371975 -4.148479 0.048 -0.130 0.247 0.454
H 5.173745 -5.244669 -4.160502 -0.039 0.097 0.335 0.396
H 6.120955 -6.086820 -1.998739 -0.240 0.273 0.002 0.374
H 5.433006 -5.022082 0.155995 -0.054 0.033 -0.299 0.390
H 3.807639 -3.150228 0.158279 0.036 -0.178 -0.234 0.385
H 4.823960 -1.003664 -3.397242 -0.031 0.236 0.154 0.361
H 6.060938 1.140891 -3.636417 -0.268 0.047 0.214 0.395
H 5.225756 3.193525 -2.473564 -0.156 -0.303 0.025 0.353
H 3.145061 3.074138 -1.083330 0.209 -0.135 -0.153 0.408
H 1.939523 0.939810 -0.834246 0.234 -0.063 -0.151 0.356
H -0.017587 -3.915981 0.224770 -0.005 0.235 -0.085 0.488
H -2.458882 -3.586340 -0.804237 0.221 0.129 0.160 0.321
H -2.449162 -2.697966 0.726743 -0.015 -0.249 -0.072 0.262
H -2.206990 -1.614735 -2.056400 -0.082 0.122 0.282 0.289
H -2.883640 -0.823213 -0.596862 -0.080 -0.143 -0.228 -0.018
H -0.778755 0.043828 0.011523 0.132 -0.136 -0.080 -0.321
H -0.407217 -0.158576 -1.709458 0.022 -0.288 0.320 0.083
H 1.091012 -4.076487 -3.203872 -0.136 0.237 -0.138 0.427
H -0.574964 -4.310691 -5.017246 0.029 0.330 -0.021 0.417
C 1.322135 6.701241 3.268175 0.156 -0.079 0.116 -0.808
O 1.480732 5.395472 3.879367 -1.184 -0.849 -0.636 -0.414
C 0.579200 4.437469 3.530956 0.237 0.768 0.003 0.949
C 0.700203 3.156237 4.133915 -0.090 0.187 -0.144 -0.994
C -0.232323 2.177791 3.861149 0.177 0.469 0.278 -0.464
C -1.313852 2.426846 2.977133 -0.260 -0.359 -0.294 0.636
C -2.408486 1.517160 2.801798 0.351 0.932 0.045 -0.076
C -3.289136 1.516883 1.648896 -1.002 -0.334 -0.227 0.293
C -4.515958 0.880776 2.021035 0.137 0.791 -1.273 0.036
C -5.604099 0.883294 1.155754 0.533 -0.206 0.661 -0.230
C -5.442482 1.427661 -0.126321 0.595 0.252 -0.201 -0.744
C -4.205216 1.963476 -0.532289 -0.374 -0.086 0.084 -1.196
C -3.127575 2.023981 0.356918 0.002 -0.074 0.234 0.602
C -4.363647 0.384533 3.383330 0.527 -0.107 1.353 -0.119
C -3.040180 0.721226 3.837327 -0.944 -0.850 0.055 0.743
C -2.640041 0.356833 5.123674 -0.146 0.044 -0.193 -0.160
C -3.546056 -0.317479 5.950066 -0.441 -0.131 -0.082 -0.958
C -4.860287 -0.587944 5.519348 0.715 0.113 0.151 -0.681
C -5.276350 -0.226579 4.230276 0.354 0.267 -0.604 -0.440
C -1.376420 3.691870 2.338567 0.180 0.218 -0.127 -0.666
C -0.469436 4.692595 2.615617 0.248 -0.155 0.186 -0.793
H 2.132542 7.281050 3.709876 -0.204 0.041 -0.187 0.250
H 1.433167 6.653946 2.172340 0.078 -0.092 0.434 0.344
H 0.346459 7.153186 3.512230 0.382 -0.248 0.070 0.351
H 1.525615 2.993800 4.824234 -0.166 -0.048 -0.206 0.470
H -0.135903 1.197931 4.316888 0.114 0.182 -0.103 0.587
H -6.547673 0.466244 1.504913 0.122 0.088 -0.337 0.465
H -6.280841 1.434365 -0.824741 0.260 -0.029 0.214 0.417
H -4.087680 2.356338 -1.544849 -0.079 -0.168 0.363 0.428
H -2.170045 2.450158 0.063090 -0.242 -0.134 -0.130 0.587
H -1.634953 0.588426 5.461118 -0.299 -0.096 0.193 0.246
H -3.233214 -0.632788 6.947206 -0.122 0.138 -0.332 0.420
H -5.556100 -1.088991 6.194021 0.229 0.166 -0.189 0.415
H -6.287122 -0.405912 3.865067 0.192 -0.084 0.297 0.451
H -2.184858 3.929519 1.654627 0.032 -0.132 0.253 0.578
H -0.575416 5.671792 2.144437 -0.004 -0.468 0.191 0.455
```
Forces are in eV/Å.

Calculated values
**Total charge**: +1
**HOMO energy**: -10.05 eV
**E_tot**: -57158.717 eV
**Spin multiplicity**: 1
**Orbital gap**: 0.162 Ha
**LUMO energy**: -5.64 eV
**ΔE to the lowest compared entry with this formula, charge and spin**: 0.0 kcal/mol